Record 1
{
  "formula": "C42H31Cl2GeInN2O2S",
  "method": "the ωB97M-V functional and the def2-TZVPD basis",
  "species": ["In", "C", "O", "C", "C", "C", "C", "C", "C", "N", "N", "C", "C", "O", "C", "C", "C", "C", "C", "C", "C", "C", "H", "H", "H", "H", "H", "H", "H", "H", "H", "H", "H", "H", "H", "Cl", "C", "C", "C", "C", "C", "Cl", "C", "S", "H", "H", "H", "C", "Ge", "C", "C", "C", "C", "C", "C", "C", "C", "C", "C", "C", "C", "C", "C", "C", "C", "C", "C", "H", "H", "H", "H", "H", "H", "H", "H", "H", "H", "H", "H", "H", "H", "H"],
  "positions_angstrom": [[0.5883, 0.7977, -0.5462], [-2.6599, 0.2221, -1.1428], [-1.5020, -0.1232, -1.8966], [-1.4102, 0.5604, -3.1063], [-1.8927, -0.0030, -4.2466], [-1.9153, 0.7487, -5.4299], [-1.3876, 2.0696, -5.4697], [-0.8303, 2.5831, -4.2853], [-0.8095, 1.8621, -3.0957], [-0.2156, 2.2842, -1.9533], [0.3878, 3.4691, -2.1969], [1.1827, 4.0204, -1.2721], [1.4568, 3.5113, 0.0354], [0.9169, 2.4855, 0.5868], [2.3194, 4.2636, 0.8799], [2.8861, 5.4601, 0.5438], [2.6781, 6.0318, -0.7496], [3.2344, 7.2272, -1.1816], [2.8948, 7.8087, -2.3875], [2.0195, 7.0681, -3.2427], [1.5702, 5.8531, -2.8795], [1.8521, 5.3061, -1.6136], [-2.7001, 1.3190, -0.9342], [-2.6969, -0.4180, -0.2648], [-3.4990, 0.0069, -1.8201], [-2.2809, -0.9955, -4.2166], [-2.2955, 0.2996, -6.3286], [-1.5310, 2.6375, -6.3769], [-0.4246, 3.5851, -4.2924], [2.3865, 3.8351, 1.8235], [3.2907, 6.1953, 1.2579], [3.9125, 7.7442, -0.4960], [3.3367, 8.7916, -2.6875], [1.6858, 7.5175, -4.1799], [0.9856, 5.1905, -3.5413], [-2.3833, 1.3805, 1.8663], [-1.9861, 1.2530, 3.5283], [-2.8425, 1.7502, 4.4896], [-2.6418, 1.6002, 5.8448], [-1.4440, 0.9627, 6.2326], [-0.4925, 0.5581, 5.2169], [0.9848, -0.1413, 5.7657], [-0.7258, 0.6673, 3.8320], [0.5525, 0.1068, 2.7042], [-3.7947, 2.1426, 4.1701], [-3.3695, 1.8580, 6.5906], [-1.3013, 0.7717, 7.2689], [-0.0438, -0.3905, 1.1432], [0.2467, -2.2886, 0.8556], [-1.4196, -3.0961, -0.0087], [-2.6651, -2.8534, 0.5531], [-3.8430, -3.3998, 0.0061], [-3.7958, -4.1780, -1.1117], [-2.5859, -4.3868, -1.7708], [-1.4292, -3.8796, -1.1856], [0.5545, -3.5239, 2.3576], [0.2893, -4.8396, 2.1822], [0.3436, -5.7767, 3.1919], [0.7667, -5.4122, 4.4668], [1.0429, -4.0578, 4.6172], [0.9571, -3.1186, 3.6114], [1.7131, -2.8693, -0.3694], [2.8834, -3.3886, 0.1554], [3.8979, -3.8749, -0.6483], [3.7091, -3.8835, -2.0486], [2.5731, -3.2967, -2.5894], [1.6051, -2.7705, -1.7294], [-2.7917, -2.3109, 1.4839], [-4.8115, -3.2201, 0.4144], [-4.7321, -4.5372, -1.5708], [-2.6093, -4.9134, -2.6972], [-0.4776, -4.0840, -1.6593], [-0.0487, -5.1983, 1.2358], [0.0019, -6.7646, 2.9995], [0.8159, -6.0959, 5.3472], [1.4062, -3.7904, 5.6257], [1.1530, -2.0990, 3.8842], [2.9689, -3.4450, 1.2054], [4.7674, -4.3657, -0.2490], [4.4481, -4.3080, -2.7015], [2.3089, -3.2662, -3.6518], [0.7106, -2.4413, -2.1487]],
  "lowdin_charge": [0.720, -0.107, -0.218, -0.260, -0.044, -0.126, -0.098, -0.037, -0.250, -0.083, 0.029, -0.160, -0.372, -0.217, -0.013, -0.059, -0.225, -0.088, -0.116, -0.130, -0.059, -0.093, 0.086, 0.040, 0.094, 0.105, 0.067, 0.077, 0.076, 0.091, 0.098, 0.099, 0.091, 0.085, 0.098, 0.762, -0.645, -0.155, -0.122, -0.114, -0.672, 0.649, -0.520, 0.725, 0.089, 0.083, 0.071, -0.859, 0.868, -0.234, -0.120, -0.113, -0.138, -0.099, -0.100, -0.281, -0.132, -0.107, -0.110, -0.118, -0.117, -0.269, -0.110, -0.091, -0.110, -0.088, -0.149, 0.102, 0.083, 0.095, 0.080, 0.077, 0.093, 0.080, 0.100, 0.097, 0.009, 0.081, 0.083, 0.077, 0.101, 0.066],
  "e_homo_ev": [-0.53, 0.01],
  "total_charge": -2,
  "spin_multiplicity": 1,
  "homo_lumo_gap_ev": [4.796, 4.260]
}

=====

Record 2
{
  "formula": "C42H32BBaBr2N4O4P",
  "method": "the ωB97M-V functional and the def2-TZVPD basis",
  "species": ["Ba", "B", "N", "C", "C", "C", "N", "N", "C", "C", "C", "N", "H", "H", "H", "H", "H", "H", "H", "H", "C", "C", "C", "C", "C", "C", "P", "C", "C", "C", "C", "C", "C", "C", "C", "C", "C", "C", "C", "C", "C", "C", "C", "H", "H", "H", "H", "H", "H", "H", "H", "H", "H", "H", "H", "H", "H", "H", "H", "Br", "C", "C", "C", "C", "C", "C", "C", "O", "O", "H", "H", "H", "H", "Br", "C", "C", "C", "C", "C", "C", "C", "O", "O", "H", "H", "H", "H"],
  "positions_angstrom": [[-0.3645, -0.3227, 0.1962], [1.0002, 2.2641, 3.6325], [1.8458, 1.1176, 3.0101], [2.8544, 0.5175, 3.6628], [3.5936, -0.2219, 2.7618], [2.9341, -0.0142, 1.5432], [1.8925, 0.7946, 1.7004], [-0.4922, 2.3206, 3.1451], [-1.3718, 3.2257, 3.5939], [-2.6035, 2.9746, 3.0164], [-2.3631, 1.8657, 2.1980], [-1.0929, 1.4789, 2.2932], [1.0097, 2.0595, 4.8334], [1.5031, 3.3436, 3.3855], [2.9598, 0.6757, 4.7235], [4.4552, -0.8365, 2.9583], [3.1460, -0.4127, 0.5606], [-1.0478, 3.9798, 4.2936], [-3.5238, 3.5163, 3.1547], [-3.0393, 1.3180, 1.5574], [6.6213, -0.1674, -3.9373], [6.0645, 0.9195, -3.2728], [4.7431, 0.8811, -2.8608], [3.9394, -0.2320, -3.1164], [4.5108, -1.3163, -3.7794], [5.8412, -1.2852, -4.1842], [2.2002, -0.1579, -2.4974], [1.6868, -1.8590, -2.9523], [2.0232, -2.8624, -2.0468], [1.7179, -4.1875, -2.3064], [1.0468, -4.5262, -3.4713], [0.6749, -3.5301, -4.3650], [0.9938, -2.2041, -4.1082], [1.4250, 0.8569, -3.8160], [1.9479, 0.9486, -5.0803], [1.2986, 1.7183, -6.0708], [0.1521, 2.3890, -5.7610], [-0.3953, 2.3360, -4.4545], [-1.5412, 3.0800, -4.1031], [-1.9881, 3.0416, -2.8151], [-1.3616, 2.2394, -1.8248], [-0.2434, 1.4580, -2.0956], [0.2254, 1.5523, -3.4487], [7.6578, -0.1408, -4.2526], [6.6633, 1.7985, -3.0651], [4.3265, 1.7304, -2.3304], [3.9097, -2.1925, -3.9859], [6.2617, -2.1416, -4.6990], [2.5095, -2.6026, -1.1118], [1.9748, -4.9502, -1.5818], [0.7761, -5.5557, -3.6725], [0.1153, -3.7882, -5.2566], [0.6904, -1.4316, -4.8035], [2.8633, 0.4254, -5.3324], [1.7181, 1.7763, -7.0692], [-0.3547, 2.9936, -6.5084], [-2.0320, 3.6882, -4.8572], [-2.8530, 3.6412, -2.5399], [-1.7735, 2.2946, -0.8164], [-2.3049, -7.3173, 5.6130], [-1.8828, -5.8226, 4.5070], [-2.7639, -4.7559, 4.4480], [-2.4472, -3.6759, 3.6386], [-1.2643, -3.6554, 2.9099], [-0.3965, -4.7344, 2.9925], [-0.7016, -5.8310, 3.7857], [-0.9221, -2.4515, 2.0412], [0.2643, -2.3518, 1.6409], [-1.8541, -1.6522, 1.8037], [-3.6789, -4.7723, 5.0253], [-3.1083, -2.8245, 3.5483], [0.5243, -4.6859, 2.4270], [-0.0321, -6.6786, 3.8493], [-3.1392, -6.2884, -4.3745], [-3.3684, -4.4174, -4.0694], [-4.1588, -3.6911, -4.9435], [-4.3086, -2.3288, -4.7201], [-3.6859, -1.7211, -3.6414], [-2.8877, -2.4675, -2.7819], [-2.7226, -3.8263, -2.9998], [-2.1622, -1.7778, -1.6394], [-2.6711, -0.7146, -1.2355], [-1.0902, -2.2911, -1.2243], [-4.6409, -4.1794, -5.7798], [-4.9138, -1.7387, -5.3980], [-3.7888, -0.6633, -3.4412], [-2.0725, -4.3859, -2.3424]],
  "lowdin_charge": [1.972, -0.430, -0.099, -0.129, -0.090, -0.208, -0.038, -0.094, -0.135, -0.095, -0.198, -0.052, 0.057, 0.055, 0.101, 0.072, 0.069, 0.106, 0.070, 0.100, -0.120, -0.105, -0.105, -0.370, -0.089, -0.103, 1.089, -0.394, -0.119, -0.084, -0.101, -0.089, -0.072, -0.330, -0.114, -0.109, -0.064, -0.198, -0.090, -0.114, -0.186, -0.218, -0.235, 0.088, 0.093, 0.107, 0.096, 0.093, 0.104, 0.100, 0.093, 0.099, 0.102, 0.094, 0.086, 0.096, 0.090, 0.086, 0.056, 0.658, -0.701, -0.135, -0.012, -0.113, -0.013, -0.136, -0.702, -0.203, -0.186, 0.091, 0.118, 0.116, 0.091, 0.660, -0.682, -0.157, -0.087, -0.013, -0.110, -0.074, -0.689, -0.123, -0.211, 0.086, 0.096, 0.118, 0.112],
  "e_homo_ev": -1.97,
  "total_charge": -2,
  "spin_multiplicity": 1,
  "homo_lumo_gap_ev": 5.531
}

=====

Number 1: maximum force 0.050 Eh/bohr. Number 2: maximum force 0.037 Eh/bohr.